The molecule C3H6N2OS in a non-equilibrium geometry, computed with ωB97M-V/def2-TZVPD.

Geometry as ORCA input:
```
! wB97M-V def2-TZVPD RIJCOSX def2/J DEFGRID3
* xyz 0 1
C -1.8483 0.4409 -1.2404
C 0.3648 0.8880 -0.3514
C 1.0447 -0.9556 1.0766
H -1.5725 0.7706 -2.3235
H -2.3660 -0.5166 -1.2970
H -2.5218 1.1808 -0.7981
H 2.0413 0.7068 0.9364
H 0.2562 -1.6413 0.6819
H 1.5817 -2.3502 2.2038
N 1.2428 0.2518 0.4786
N 1.8470 -1.3387 2.0097
O -0.7054 0.0948 -0.4621
S 0.6355 2.4687 -0.9146
*
```

Values from the calculation:
- Maximum force: 2.68 eV/Å
- HOMO: -0.330 hartree
- Energy relative to the best compared isomer or geometry (same formula, charge and spin): 168.7 kJ/mol
- SMILES: [H]/N=C/NC(=S)OC
- Gap between HOMO and LUMO: 9.39 eV